# 1
Molecular formula: C24H28ClNO6
Method: DFT, ωB97M-V/def2-TZVPD

```
60
Properties=species:S:1:pos:R:3:nbo_charge:R:1
H -3.37 4.15 -0.09 0.231
O -1.98 -2.12 -1.47 -0.611
H 5.11 -0.25 -1.46 0.226
H -4.03 -1.79 0.90 0.399
H -4.48 2.77 1.71 0.214
H -3.19 0.69 -2.60 0.215
C -1.96 -2.35 2.17 -0.654
Cl 2.02 -4.44 -0.20 0.023
H 7.04 0.88 -0.57 0.213
H -2.91 -2.63 2.62 0.215
H -5.59 -1.39 -0.81 0.196
H -1.17 -2.73 2.82 0.239
H 3.86 3.77 -0.54 0.237
O -0.46 -3.28 0.46 -0.477
H 5.39 2.34 -1.82 0.199
C 6.08 1.17 -0.15 -0.390
H 5.30 -0.81 0.21 0.225
H -2.27 -3.97 0.80 0.220
O -1.08 3.68 0.29 -0.704
C 3.33 1.81 0.04 -0.100
H 3.78 -2.27 -0.43 0.231
C -4.54 0.95 0.56 -0.420
H -0.73 -0.51 0.57 0.255
O 1.01 1.25 0.37 -0.453
C 5.06 0.06 -0.41 -0.448
C 5.60 2.48 -0.75 -0.394
C -4.49 0.48 -0.89 -0.219
C 2.80 -1.88 -0.19 -0.206
H -2.33 2.94 -2.00 0.221
C -4.50 2.47 0.66 -0.389
C -3.23 2.55 -1.52 -0.387
C 1.75 -2.75 -0.04 -0.110
C 3.65 0.50 -0.13 0.069
O -1.70 1.76 1.25 -0.645
C 1.30 -0.06 0.22 0.410
H -1.88 -1.26 2.16 0.229
C -3.23 1.03 -1.56 -0.410
O 1.61 3.35 0.53 -0.628
H -0.14 3.50 0.57 0.523
H 6.21 1.30 0.93 0.200
H -5.45 0.58 1.05 0.198
C -1.95 2.74 0.59 0.814
H 6.36 3.25 -0.66 0.215
C 0.45 -2.31 0.26 0.411
N -3.71 -1.74 -0.06 -0.618
C 2.61 -0.50 -0.04 -0.114
H 4.57 3.25 0.98 0.216
H -5.36 0.88 -1.42 0.197
C -3.29 3.06 -0.07 -0.315
H -4.26 -1.36 -2.00 0.228
C 4.33 2.92 -0.04 -0.436
C 0.24 -0.94 0.37 -0.378
H -2.35 0.64 -1.05 0.213
C -2.49 -2.21 -0.37 0.653
H -4.10 2.93 -2.05 0.200
C 1.97 2.21 0.33 0.752
H -3.68 0.56 1.10 0.228
H -5.40 2.89 0.20 0.200
C -1.81 -2.98 0.78 0.006
C -4.57 -1.05 -0.99 -0.215
```

HOMO level (eV): -8.3
SMILES: C[C@H](Oc1cc2oc(=O)c3c(c2cc1Cl)CCCC3)C(=O)NC[C@H]1CC[C@@H](C(=O)O)CC1
M (g/mol): 461.94
Kohn-Sham gap (eV): 8.37
Calculated total energy (eV): -51642.7118
E_LUMO (Ha): 0.0035



# 2
Molecular formula: C2H3Cl2NO
Method: DFT, ωB97M-V/def2-TZVPD

```
9
Properties=species:S:1:pos:R:3:nbo_charge:R:1
Cl -3.29 -0.80 0.54 -0.183
C 0.26 -0.12 0.05 -0.645
H 1.14 -0.25 -0.44 0.236
N -1.51 -2.00 0.49 0.217
C -0.28 -1.57 0.20 0.105
O -1.88 -3.07 0.87 -0.274
Cl 1.01 -2.71 0.51 0.047
H -0.57 0.47 -0.32 0.253
H 0.36 0.44 1.06 0.244
```

HOMO level (alpha / beta) (eV): -9.7 / -9.7
Energy relative to the best compared isomer or geometry (same formula, charge and spin) (kJ/mol): 464.3
SMILES: C/C(Cl)=[N+](/[O-])Cl
M (g/mol): 127.96
Kohn-Sham gap (alpha / beta) (eV): 7.53 / 7.53
Calculated total energy (eV): -30700.7036
E_LUMO (alpha / beta) (Ha): -0.0813 / -0.0813



# 3
Molecular formula: C9H8N3O
Method: DFT, ωB97M-V/def2-TZVPD

```
21
Properties=species:S:1:pos:R:3:nbo_charge:R:1
C 0.29 1.32 -0.71 -0.394
C 1.42 3.19 0.34 -0.021
N -0.48 -0.41 0.95 -0.496
H 0.14 1.36 2.68 0.210
O -0.58 0.83 -2.98 -0.285
C -0.19 0.97 -1.92 0.931
N -0.55 -1.77 -0.99 -0.486
C -1.22 -2.63 1.17 -0.394
H 1.29 2.95 -1.78 0.250
H -0.66 -0.46 1.95 0.421
C -0.74 -1.67 0.37 0.272
H -1.46 -3.60 0.77 0.229
H -0.01 -3.78 -1.12 0.175
N 1.05 2.75 1.55 -0.291
C 0.40 1.64 1.67 0.023
H -0.16 -2.78 -2.67 0.194
C 0.05 0.77 0.59 0.291
C -0.23 -2.83 -1.60 0.049
H 2.02 4.09 0.32 0.235
H -1.41 -2.48 2.21 0.217
C 1.05 2.55 -0.81 -0.131
```

HOMO level (alpha / beta) (eV): -12.4 / -12.4
Energy relative to the best compared isomer or geometry (same formula, charge and spin) (kJ/mol): 108.9
Net charge: +1
SMILES: C=NC(=C)/[NH+]=C1/C=NC=CC1=C=O
M (g/mol): 174.18
Kohn-Sham gap (alpha / beta) (eV): 7.07 / 7.07
Calculated total energy (eV): -15971.1749
E_LUMO (alpha / beta) (Ha): -0.1976 / -0.1976



# 4
Molecular formula: C3H2O3
Method: DFT, ωB97M-V/def2-TZVPD

```
8
Properties=species:S:1:pos:R:3:nbo_charge:R:1
H 1.76 1.13 -0.78 0.130
H -1.77 -0.82 1.15 0.142
C -1.05 -0.67 0.28 0.331
O -0.90 -1.58 -0.48 -0.456
C -0.29 0.62 0.00 0.398
O -0.76 1.71 -0.11 -0.443
C 1.23 0.28 -0.26 0.348
O 1.78 -0.67 0.20 -0.450
```

HOMO level (eV): -9.9
Energy relative to the best compared isomer or geometry (same formula, charge and spin) (kJ/mol): 163.2
SMILES: O=CC(=O)C=O
M (g/mol): 86.05
Kohn-Sham gap (eV): 8.82
Calculated total energy (eV): -9283.8346
E_LUMO (Ha): -0.0408



# 5
Molecular formula: C7H6O3
Method: DFT, ωB97M-V/def2-TZVPD

```
16
Properties=species:S:1:pos:R:3:nbo_charge:R:1
H 1.69 -2.40 0.01 0.481
C -1.89 -1.23 -0.08 0.419
H -2.67 1.00 -0.06 0.521
O -1.92 1.65 -0.03 -0.652
C 0.42 1.84 -0.10 -0.334
H -1.78 -2.29 -0.12 0.153
H 0.33 2.93 -0.12 0.236
H 2.78 -0.81 0.17 0.203
O -3.03 -0.77 0.17 -0.586
C 0.63 -0.98 0.09 0.371
H 2.64 1.71 0.06 0.223
C -0.64 -0.39 0.00 -0.332
C -0.75 1.05 -0.04 0.422
C 1.66 1.18 0.02 -0.125
C 1.78 -0.22 0.20 -0.358
O 0.75 -2.27 -0.17 -0.641
```

HOMO level (eV): -8.7
Energy relative to the best compared isomer or geometry (same formula, charge and spin) (kJ/mol): 47.6
SMILES: O=Cc1c(O)cccc1O
M (g/mol): 138.12
Kohn-Sham gap (eV): 8.68
Calculated total energy (eV): -13498.0396
E_LUMO (Ha): -0.0006



# 6
Molecular formula: C16H24ClNO
Method: DFT, ωB97M-V/def2-TZVPD

```
43
Properties=species:S:1:pos:R:3:nbo_charge:R:1
C -3.87 0.13 -0.01 -0.389
O 0.85 -2.09 2.31 -0.622
H 2.31 0.14 -3.51 0.226
N 1.33 -0.36 0.78 -0.438
C 3.27 0.96 0.31 0.018
H 2.87 -3.46 1.38 0.260
H -2.33 0.90 2.12 0.192
H 0.72 1.46 1.56 0.185
H -5.55 -1.90 -1.38 0.207
H 4.40 1.67 -2.97 0.202
H -4.13 0.19 -2.03 0.187
H -3.74 -0.65 0.65 0.198
C -3.54 -0.62 -1.33 -0.355
H 4.71 1.22 1.89 0.256
H -4.06 -2.47 -2.29 0.211
H -3.97 2.28 0.77 0.199
C 2.15 0.14 -0.26 0.110
C -1.01 0.37 0.58 -0.344
C -4.32 -1.96 -1.40 -0.611
C 3.64 1.15 1.53 -0.694
H -0.04 0.08 2.53 0.237
H 3.27 0.51 2.34 0.246
C 2.61 0.32 -2.42 -0.188
C -2.05 1.11 0.99 -0.381
H -4.18 -2.57 -0.47 0.205
H -0.73 0.82 -0.59 0.152
C 1.45 -1.59 1.33 0.581
C 0.20 0.36 1.58 -0.170
Cl 2.14 -3.03 -0.70 -0.078
H 3.42 -1.75 0.54 0.229
C 3.67 1.17 -2.09 -0.225
H -1.73 2.17 1.30 0.193
H 0.97 -0.47 -1.72 0.228
H -2.63 -0.69 -1.40 0.168
H -3.08 1.75 -0.71 0.205
H 3.20 2.22 2.10 0.229
C -3.26 1.35 0.22 -0.404
C 4.16 1.54 -0.91 -0.173
H 4.93 2.18 -0.85 0.208
C 1.74 -0.08 -1.33 -0.202
H -5.11 0.20 0.33 0.186
C 2.57 -2.24 0.85 -0.416
H -1.26 -0.47 0.37 0.173
```

HOMO level (eV): -8.4
Energy relative to the best compared isomer or geometry (same formula, charge and spin) (kJ/mol): 1436.0
M (g/mol): 281.83
Kohn-Sham gap (eV): 8.26
Calculated total energy (eV): -33027.6537
E_LUMO (Ha): -0.0069



# 7
Molecular formula: C15H14ClN3O4S
Method: DFT, ωB97M-V/def2-TZVPD

```
38
Properties=species:S:1:pos:R:3:nbo_charge:R:1
S 0.71 0.51 -2.78 2.276
H 2.23 -1.19 -3.11 0.407
C -1.14 -4.18 -1.58 -0.243
C 1.50 4.42 4.45 -0.714
Cl -2.21 -6.55 -2.29 0.013
H -2.16 -1.75 0.52 0.233
C -2.21 -5.05 -1.43 -0.027
C -1.14 -2.98 -0.88 -0.072
H -1.24 2.37 1.27 0.208
C -3.25 -3.55 0.11 -0.197
C 0.76 1.38 -1.24 -0.348
H 1.07 3.64 5.08 0.228
C -0.02 -2.00 -0.99 0.643
O 1.52 1.17 -3.76 -0.929
H 0.75 5.20 4.30 0.228
H 2.99 2.81 0.84 0.254
H -0.02 3.34 2.88 0.397
N 0.64 -2.03 -2.19 -0.463
H -4.09 -5.44 -0.49 0.231
H 0.08 -2.32 -2.99 0.390
O -0.65 0.16 -3.12 -0.945
C 1.98 1.82 -0.77 -0.163
O 3.07 3.88 2.73 -0.588
H -0.31 -4.45 -2.22 0.232
C -3.27 -4.74 -0.59 -0.218
C 2.05 2.46 0.45 -0.198
N 0.89 3.29 2.43 -0.603
C 0.89 2.66 1.19 0.164
H -4.08 -3.31 0.77 0.222
O 0.29 -1.25 -0.08 -0.576
H 2.86 1.65 -1.37 0.234
C -0.40 1.57 -0.52 -0.150
N 1.51 -0.97 -2.43 -0.684
H 2.36 4.85 4.96 0.245
C 1.93 3.85 3.12 0.689
H -1.34 1.21 -0.93 0.243
C -0.34 2.21 0.69 -0.239
C -2.19 -2.68 -0.03 -0.180
```

HOMO level (eV): -8.9
Energy relative to the best compared isomer or geometry (same formula, charge and spin) (kJ/mol): 12.7
SMILES: CC(=O)Nc1ccc(S(=O)(=O)NNC(=O)c2cccc(Cl)c2)cc1
M (g/mol): 367.81
Kohn-Sham gap (eV): 9.21
Calculated total energy (eV): -51800.1445
E_LUMO (Ha): 0.0112



Which formula does entry 1 have? C24H28ClNO6